(1)
Computed, not measured: a 2-piece molecular cluster, CH5NO overall in a non-equilibrium geometry, with wB97M-V/def2-TZVPD.

```
8
Properties=species:S:1:pos:R:3:forces:R:3
C -0.1393 -0.7564 1.3456 0.8 0.3 0.5
N -0.7620 -0.2014 0.4000 -0.4 -1.3 -0.6
H 0.9502 -0.8322 1.3302 0.0 0.6 -0.1
H -0.5744 -1.1276 2.2755 -0.4 -0.5 -0.3
H -1.7431 -0.4979 0.4502 -0.1 1.0 0.4
O 1.0127 0.8878 -1.7820 0.1 0.1 -0.2
H 1.2044 1.7076 -2.2460 0.0 0.0 0.0
H 0.0515 0.8201 -1.7736 0.1 -0.1 0.3
```
Forces are in eV/Å.

Summary:
Gap between HOMO and LUMO: 11.292 eV
LUMO: 0.04394 hartree
Charge: 0
Structure (SMILES): C=N.O
HOMO level: -10.10 eV

natural (NBO) atomic charge list, values in e, 5 entries: atom 1 (C): -0.024, atom 2 (N): -0.609, atom 3 (H): 0.161, atom 4 (H): 0.141, atom 5 (H): 0.332

***

(2)
Computed, not measured: an isolated ion of composition C2H2NO2S and charge -1 in a non-equilibrium geometry, with wB97M-V/def2-TZVPD.

```
8
Properties=species:S:1:pos:R:3:forces:R:3
C 0.1675 -1.2132 -1.0545 -1.8 -2.0 -1.9
N 0.5003 -0.1771 -0.3986 0.4 -2.0 -2.1
C 1.1373 0.5818 0.2485 0.6 1.7 1.1
S -0.0934 1.3807 1.4859 0.3 3.3 0.5
O -1.1025 0.4242 1.9105 -0.9 -1.2 -0.2
O -0.5958 2.4232 0.5014 0.3 -1.2 0.8
H 0.4899 -2.2122 -0.6780 -0.4 0.9 -0.2
H -0.5033 -1.2075 -2.0153 1.4 0.4 2.1
```
Forces are in eV/Å.

Summary:
Gap between HOMO and LUMO: 7.141 eV
LUMO: 0.14989 hartree
Charge: -1
Structure (SMILES): C=NC#S(=O)[O-]
HOMO level: -3.06 eV

natural (NBO) atomic charge list, values in e, 5 entries: atom 1 (C): -0.345, atom 2 (N): -0.340, atom 3 (C): -0.064, atom 4 (S): 1.454, atom 5 (O): -1.022

***

(3)
Computed, not measured: C40H39N4OSTeV as an isolated structure in a non-equilibrium geometry, with wB97M-V/def2-TZVPD.

```
87
Properties=species:S:1:pos:R:3:forces:R:3
V -0.0959 0.7402 0.6667 0.4 -0.1 0.5
C 1.3464 2.2973 0.2111 0.7 0.4 -0.6
C 1.4128 2.0795 1.5939 0.4 0.4 0.5
C 1.8539 0.7504 1.8024 0.4 0.0 0.5
C 2.0651 0.1503 0.5499 0.6 -0.2 -0.1
C 1.7432 1.0973 -0.4425 0.7 0.5 -0.4
H 1.1613 3.2441 -0.2749 -0.2 -0.1 0.0
H 1.2760 2.8334 2.3592 -0.2 -0.2 -0.1
H 2.1172 0.3124 2.7584 -0.3 0.0 -0.1
H 2.5014 -0.8244 0.3784 -0.3 0.0 0.0
H 1.9565 1.0013 -1.4978 -0.3 -0.1 0.0
N -3.7209 -0.0217 0.5172 0.1 0.1 0.2
C -4.2399 1.2549 0.6320 0.2 0.6 0.0
C -5.5412 1.6987 0.7420 0.0 0.0 0.0
C -5.7330 3.0678 0.7393 -0.1 0.0 -0.1
C -4.6613 3.9499 0.6340 0.0 0.2 0.1
C -3.3526 3.5092 0.5517 0.1 -0.2 0.0
C -3.1430 2.1377 0.5437 -0.8 0.1 0.1
N -1.9936 1.3932 0.3937 -0.5 0.1 0.0
C -2.3740 0.1241 0.3543 -1.3 -0.1 -0.2
C -1.5365 -2.1297 0.5076 -0.3 -0.1 -0.4
C -2.0718 -3.0039 -0.6496 0.0 -0.2 -0.2
S -0.8959 -4.3496 -0.8811 -0.2 -0.3 -0.2
C 0.1778 -3.5950 0.2712 -0.3 0.1 -0.1
N -0.2178 -2.5647 0.8700 0.7 0.0 0.6
H -4.2636 -0.8663 0.5988 0.2 -0.1 0.0
H -6.3696 1.0117 0.8000 -0.1 -0.1 0.0
H -6.7346 3.4644 0.7987 -0.1 0.0 0.0
H -4.8632 5.0093 0.6135 0.0 0.1 0.1
H -2.5214 4.1948 0.4794 0.0 0.1 0.0
H -3.0691 -3.3878 -0.4494 0.1 0.2 -0.2
H 1.1396 -4.0401 0.4441 0.3 -0.1 0.1
C -4.5031 -4.7582 -7.4481 0.0 0.0 -0.1
C -3.9209 -4.1024 -6.2388 0.1 0.2 0.1
C -4.0710 -4.6617 -4.9809 0.1 0.1 -0.1
C -3.5436 -4.0832 -3.8325 0.0 0.1 0.1
C -3.7976 -4.8108 -2.5469 0.0 0.0 0.0
C -2.8203 -2.8863 -3.9506 0.1 0.0 0.0
Te -1.7951 -1.7446 -2.4025 -0.5 -0.2 -0.5
N -1.4297 -0.7694 0.0312 0.1 -0.5 0.4
C -2.4843 -2.2433 1.7356 -0.3 -0.4 -0.5
O -3.5666 -2.7847 1.5734 0.4 0.2 0.2
C -2.0931 -1.5992 2.9896 0.0 0.2 0.8
C -0.9198 -0.8486 3.1476 -0.2 -0.2 -0.1
C -0.6889 -0.1816 4.3373 0.1 0.1 0.0
C -1.5865 -0.2800 5.3924 0.0 -0.1 -0.1
C -2.7162 -1.0769 5.2653 0.0 0.1 0.0
C -2.9806 -1.7136 4.0702 0.1 -0.1 -0.3
C -3.0314 0.0095 -2.5598 0.0 -0.2 0.1
C -4.4190 -0.0401 -2.5245 0.1 -0.2 0.0
C -5.1425 -1.3255 -2.2861 -0.1 0.0 0.0
C -5.1323 1.1400 -2.6947 0.2 0.0 -0.1
C -4.4958 2.3558 -2.8915 0.0 -0.2 0.0
C -5.2742 3.6197 -3.0640 0.0 0.0 0.0
C -3.1059 2.3783 -2.8998 -0.1 -0.2 0.0
C -2.3578 1.2242 -2.7326 0.1 -0.1 0.0
C -0.8660 1.2918 -2.6876 0.0 0.1 0.1
C -2.6449 -2.3160 -5.2225 0.1 0.1 0.2
C -1.8740 -1.0467 -5.4166 0.0 0.1 -0.1
C -3.2037 -2.9178 -6.3390 -0.1 -0.2 0.1
H -5.0181 -5.6770 -7.1782 0.0 0.0 -0.1
H -3.7180 -4.9960 -8.1653 0.0 0.0 -0.1
H -5.2089 -4.0876 -7.9377 0.0 0.0 -0.1
H -4.6151 -5.5911 -4.8888 -0.1 -0.1 0.1
H -4.3988 -5.6956 -2.7360 0.0 -0.1 0.0
H -4.3508 -4.1989 -1.8387 0.0 0.0 0.1
H -2.8645 -5.1447 -2.0989 -0.1 -0.1 0.1
H -0.1690 -0.8406 2.3581 -0.1 0.0 0.3
H 0.2112 0.4063 4.4521 0.0 0.0 0.0
H -1.4036 0.2560 6.3128 0.1 0.0 0.0
H -3.3954 -1.1873 6.0954 -0.1 0.0 0.1
H -3.8689 -2.3162 3.9426 0.0 0.0 0.0
H -4.5117 -2.0110 -1.7167 -0.2 -0.1 0.0
H -5.3981 -1.8025 -3.2322 0.0 -0.1 0.0
H -6.0638 -1.1472 -1.7375 -0.1 -0.1 0.1
H -6.2100 1.1030 -2.6624 -0.2 0.0 0.0
H -6.3420 3.4214 -3.0715 -0.1 0.1 0.0
H -5.0015 4.1143 -3.9948 0.0 0.0 -0.1
H -5.0502 4.3017 -2.2450 0.0 0.1 0.0
H -2.5937 3.3191 -3.0365 0.1 0.1 0.0
H -0.5343 2.3271 -2.7365 0.1 0.0 0.0
H -0.4084 0.7453 -3.5148 0.1 0.0 0.0
H -0.5200 0.8640 -1.7344 0.1 0.1 -0.5
H -0.9792 -1.0311 -4.7845 0.0 0.2 -0.3
H -2.4961 -0.1829 -5.1758 0.1 0.1 0.0
H -1.5617 -0.9528 -6.4542 0.1 0.0 0.0
H -3.0637 -2.4597 -7.3084 0.0 0.1 -0.1
```
Forces are in eV/Å.

Summary:
Gap between HOMO and LUMO (alpha / beta): 7.082 / 7.739 eV
Spin multiplicity: 4
LUMO (alpha / beta): -0.10514 / -0.10465 hartree
Charge: +1
HOMO level (alpha / beta): -9.94 / -10.59 eV

Mulliken atomic charge list, values in e, 5 entries: atom 1 (V): -0.166, atom 2 (C): -0.434, atom 3 (C): -0.800, atom 4 (C): -0.514, atom 5 (C): -0.505

***

(4)
Computed, not measured: C3H7NO2 as an isolated structure in a non-equilibrium geometry, with wB97M-V/def2-TZVPD.

```
13
Properties=species:S:1:pos:R:3:forces:R:3
C 0.8909 -0.6743 1.0469 -0.5 -0.7 -0.4
C -1.0269 0.0297 -0.8301 3.0 -0.6 -0.6
C 0.8458 0.1543 -1.2213 1.4 -2.1 -0.9
O -0.0805 -0.7133 2.0602 0.1 0.1 0.1
O -1.5905 1.1694 -1.2766 0.0 0.2 -0.2
N 0.5870 0.3628 0.0719 -2.4 1.4 0.2
H -0.1121 0.1537 2.4803 0.0 0.0 0.0
H -1.3069 1.9277 -0.7506 -0.1 -0.1 0.2
H 1.8927 -0.4706 1.4499 -0.1 0.1 -0.2
H 0.8867 -1.6705 0.5887 0.1 0.0 0.0
H -0.3196 -0.7945 -1.6902 -1.0 1.9 1.3
H -1.5723 -0.5287 -0.0831 0.6 -0.3 0.3
H 0.9057 1.0543 -1.8461 -1.0 0.0 0.2
```
Forces are in eV/Å.

Summary:
Gap between HOMO and LUMO: 8.324 eV
LUMO: 0.02712 hartree
Charge: 0
HOMO level: -7.59 eV

natural (NBO) atomic charge list, values in e, 5 entries: atom 1 (C): 0.073, atom 2 (C): 0.078, atom 3 (C): -0.239, atom 4 (O): -0.715, atom 5 (O): -0.700

***

(5)
Computed, not measured: a 2-piece molecular cluster, C3H8N2O2 overall in a non-equilibrium geometry, with wB97M-V/def2-TZVPD.

```
15
Properties=species:S:1:pos:R:3:forces:R:3
C 1.3430 -0.2754 -1.4264 -0.6 -1.3 0.3
C 1.1125 0.4256 -0.1068 0.4 5.2 -1.3
O 2.0378 0.8251 0.5874 -1.3 -1.3 -0.2
O -0.0114 1.4743 -0.4141 2.1 -1.1 0.4
H 2.0714 0.2959 -2.0024 -0.1 0.1 0.3
H 0.4287 -0.3763 -2.0146 0.1 0.1 0.2
H 1.7441 -1.2731 -1.2312 0.1 0.1 -0.1
H -0.0278 2.0359 0.3849 0.2 -0.3 -0.5
C -0.1402 -0.6726 1.1345 -2.7 0.1 1.7
N -1.1896 0.1800 1.3032 1.7 -2.5 -0.4
N -2.1992 0.0173 0.4878 -0.2 0.1 0.6
H -0.3216 -1.6033 0.5795 0.1 0.3 -0.2
H 0.4728 -0.7965 2.0298 0.1 0.5 -0.5
H -2.9968 0.6153 0.6851 0.3 -0.3 -0.3
H -2.3236 -0.8722 0.0032 0.0 0.4 0.0
```
Forces are in eV/Å.

Summary:
Gap between HOMO and LUMO (alpha / beta): 8.414 / 8.412 eV
LUMO (alpha / beta): -0.01393 / -0.01400 hartree
Charge: 0
Structure (SMILES): CC(=O)O.C=NN
HOMO level (alpha / beta): -8.79 / -8.79 eV

natural (NBO) atomic charge list, values in e, 5 entries: atom 1 (C): -0.703, atom 2 (C): 0.743, atom 3 (O): -0.597, atom 4 (O): -0.807, atom 5 (H): 0.252

***

(6)
Computed, not measured: C5H13N as an isolated structure in a non-equilibrium geometry, with wB97M-V/def2-TZVPD.

```
19
Properties=species:S:1:pos:R:3:forces:R:3
C 2.3826 0.0345 -0.3116 -0.1 -3.2 0.0
C 1.1050 0.1357 0.4982 -0.6 3.1 -1.3
C -0.2407 0.7908 -0.6033 3.4 -1.2 0.2
C -1.5282 0.6350 0.1550 0.1 0.8 1.2
C -2.3521 -0.5449 -0.2342 0.3 -2.2 -0.7
N 0.4619 -0.9510 1.3151 0.3 0.4 -4.1
H 2.2814 -0.8371 -1.0366 0.4 1.1 0.5
H 2.5921 0.9368 -0.8002 -0.1 1.3 -1.1
H 3.2862 -0.1364 0.2802 -0.2 -0.3 0.3
H 1.2215 0.9916 1.0303 0.2 2.7 2.1
H 0.1210 1.8290 -0.7115 -0.4 -0.5 0.0
H -0.0718 0.2583 -1.6035 -0.7 0.6 1.2
H -1.1601 0.4641 1.1949 -0.9 0.5 -0.5
H -2.1357 1.5667 0.1109 0.4 -0.5 0.1
H -3.2617 -0.6954 0.3758 0.5 0.2 -0.2
H -2.6566 -0.4518 -1.2918 0.0 -0.1 0.3
H -1.7136 -1.5104 -0.1546 -1.1 1.5 -0.1
H 1.1315 -1.6032 1.6894 0.7 -0.2 -0.3
H 0.5372 -0.9123 0.0973 -2.2 -4.0 2.5
```
Forces are in eV/Å.

Summary:
Gap between HOMO and LUMO: 10.000 eV
LUMO: 0.03799 hartree
Charge: 0
HOMO level: -8.97 eV

natural (NBO) atomic charge list, values in e, 5 entries: atom 1 (C): -0.622, atom 2 (C): -0.190, atom 3 (C): -0.378, atom 4 (C): -0.470, atom 5 (C): -0.601

***

ΔE to the lowest compared entry with this formula, charge and spin? In order: 79.0; 355.2; 6.6; 707.6; 421.3; 452.3 kJ/mol.
Calculated total energy? In order: -171.05210; -680.77195; -3451.92842; -323.51145; -378.98055; -252.89080 Eh.